128
Properties=species:S:1:pos:R:3:forces:R:3:lowdin_charge:R:1 method="wB97M-V/def2-TZVPD" charge=-1 gap_ev="3.92 / 5.78" lumo_energy_ha="0.078 / 0.075"
Ca 10.96722 14.57231 16.03658 0.225 0.278 0.328 1.079
C 17.78041 12.63083 16.41445 -0.058 -0.636 0.095 -0.132
C 17.54004 14.12620 16.14851 -0.507 0.787 -0.425 -0.524
C 16.80964 14.43191 14.76942 0.096 1.155 0.299 -0.133
P 16.65450 15.01964 17.59884 -1.470 -0.953 -0.650 1.048
C 17.56051 16.62549 17.79323 0.919 -0.162 -0.508 -0.574
C 17.00201 17.41258 18.98409 2.153 -0.046 0.993 -0.133
C 19.09136 16.53441 17.90924 0.022 1.838 -0.099 -0.137
C 17.06355 14.08935 19.07371 0.713 0.335 -0.059 -0.386
C 18.42705 13.83400 19.34894 -0.412 -0.182 -0.470 -0.107
C 18.89403 13.61926 20.61955 -0.261 0.727 0.272 -0.334
C 20.32663 13.33907 20.90623 0.846 -1.642 -0.907 -0.090
C 17.96730 13.83217 21.67850 0.434 0.438 -0.349 -0.091
C 16.61339 13.80420 21.47209 -0.787 0.509 -1.797 -0.012
C 16.06766 13.78072 20.05456 0.297 -1.878 1.337 -0.282
N 14.89853 13.22696 19.65488 0.102 0.907 -0.814 0.030
C 13.89003 12.78085 20.48037 -0.397 1.131 1.033 -0.237
C 13.39017 11.47226 20.33810 -0.361 -0.811 1.815 -0.189
C 13.82307 10.57230 19.19299 -0.191 -0.061 0.091 -0.056
C 12.56260 10.99718 21.41084 0.022 0.478 -1.077 -0.028
C 12.07408 11.80946 22.43605 0.554 -0.732 -0.794 -0.324
C 10.91194 11.29154 23.24964 -0.294 -0.165 -1.216 -0.077
C 12.55805 13.10855 22.51390 -0.712 0.703 0.488 -0.052
C 13.28828 13.65595 21.48303 1.126 -0.433 -1.041 -0.211
C 13.51715 15.15281 21.33044 0.848 -0.219 1.125 -0.060
H 17.58060 11.99280 15.51383 0.244 0.643 0.631 0.072
H 17.13086 12.23943 17.23785 0.498 0.321 -0.603 0.071
H 18.83793 12.47618 16.72214 -0.729 -0.125 -0.166 0.067
H 18.48549 14.66079 16.08014 0.277 -0.328 -0.080 0.054
H 16.50793 13.51574 14.22481 0.112 0.465 0.348 0.061
H 17.51378 15.02983 14.10842 -0.797 -0.786 0.567 0.073
H 15.90163 15.10030 14.92060 0.991 -0.976 -0.147 0.028
H 17.33012 17.13408 16.82968 0.042 -0.009 0.535 0.095
H 16.95879 16.77554 19.90325 -0.013 0.353 -0.720 0.081
H 16.04870 17.80141 18.78530 -1.467 0.486 -0.213 0.034
H 17.69513 18.28126 19.24304 -0.828 -0.955 -0.406 0.089
H 19.48913 17.58062 17.95444 -0.193 -0.552 -0.374 0.077
H 19.60141 16.02596 17.09663 -0.059 -0.159 -0.053 0.055
H 19.40822 16.14804 18.85319 0.035 -0.722 0.602 0.051
H 19.10752 13.76414 18.47174 -0.336 0.307 0.819 0.110
H 20.57571 12.28529 20.51510 -0.140 1.355 0.648 0.097
H 20.52044 13.34019 21.96621 0.083 -0.068 0.464 0.052
H 21.06501 14.00958 20.44283 -0.331 0.025 -0.058 0.065
H 18.41516 14.22690 22.60241 -0.443 -0.913 0.140 0.106
H 15.91691 13.90580 22.29402 0.013 -0.001 0.003 0.078
H 14.71776 11.01468 18.73835 -0.321 -0.226 -0.114 0.059
H 13.01030 10.44957 18.44169 0.522 0.343 0.324 0.081
H 14.05530 9.54659 19.51804 0.018 0.336 0.132 0.070
H 12.22310 9.95715 21.47399 0.106 0.197 -0.608 0.109
H 10.41830 12.18264 23.65797 -0.068 -0.655 0.526 0.068
H 11.24673 10.52388 23.94620 -0.333 0.237 0.506 0.065
H 10.18348 10.78456 22.52910 0.829 0.710 1.026 0.093
H 12.34665 13.72568 23.41056 -0.388 -0.165 -0.742 0.121
H 14.29560 15.48211 22.07935 -0.414 -0.035 -1.028 0.083
H 12.63776 15.76186 21.56580 -0.125 -0.338 -0.100 0.065
H 13.84569 15.34377 20.29771 0.135 0.164 0.479 0.060
O 13.22814 13.65735 17.11201 0.119 -0.277 1.248 -0.156
H 13.74099 13.43897 17.96336 -0.344 0.450 -0.968 0.039
H 13.88732 13.55997 16.42090 0.165 0.057 -0.083 0.022
O 9.32204 13.39508 17.21312 0.235 -0.148 0.036 -0.162
H 8.44974 13.69361 17.49143 -0.493 0.475 0.011 0.019
H 9.47385 12.53467 17.59706 0.085 -0.396 0.112 0.062
O 11.49707 15.94540 18.03210 2.096 -0.058 1.512 -0.170
H 12.37876 15.68288 18.48840 -2.114 0.580 -1.168 0.090
H 11.19810 16.76827 18.48497 0.114 -0.665 -0.483 0.030
N 14.13023 17.54510 14.43432 -0.658 1.272 1.108 0.053
C 14.21044 16.51396 13.53106 0.654 0.354 -1.560 -0.144
C 13.17774 15.67610 13.78329 0.039 0.304 0.155 -0.156
N 12.44923 16.16156 14.83682 0.242 0.061 0.989 -0.045
C 13.03707 17.25832 15.26244 0.790 -0.333 -1.722 -0.144
H 14.57064 18.49936 14.37135 -0.507 -1.925 0.168 0.175
H 14.92901 16.48222 12.69180 -0.453 0.144 0.916 0.124
H 12.90449 14.75028 13.31572 -0.012 -0.153 -0.131 0.076
H 12.74537 17.83163 16.12248 -0.041 0.218 -0.022 0.119
C 11.32433 12.64711 14.56474 -0.223 -0.700 -1.531 -0.328
Ge 10.55925 11.69301 12.95155 0.864 0.047 0.963 0.892
C 8.83126 12.36567 12.30929 -0.012 -0.489 -0.483 -0.270
C 7.89294 12.88841 13.21367 0.290 -0.014 -1.809 -0.110
C 6.73838 13.42993 12.69258 -1.070 0.279 1.121 -0.098
C 6.41890 13.45723 11.33027 -0.637 0.649 2.373 -0.116
C 7.28273 12.87251 10.49025 1.224 -0.123 -2.540 -0.128
C 8.48692 12.33191 10.94449 0.197 0.298 0.261 -0.097
C 11.64065 11.30200 11.30603 0.143 -0.342 0.555 -0.272
C 11.35524 10.16058 10.52366 -0.858 0.244 0.841 -0.112
C 11.99193 9.93977 9.31968 -0.721 -2.003 -0.136 -0.127
C 12.96172 10.78531 8.90136 1.088 1.686 0.285 -0.118
C 13.34378 11.84407 9.74470 0.603 0.566 -1.292 -0.104
C 12.74078 12.09338 10.96078 -1.177 -0.090 -0.482 -0.110
C 10.47665 9.78944 13.46775 -1.271 -0.073 0.478 -0.303
C 11.69581 9.18755 13.78137 -0.566 -0.749 0.000 -0.117
C 11.75867 7.78880 13.98052 -0.057 0.934 -0.464 -0.087
C 10.59473 7.04853 13.84602 -0.012 0.626 0.170 -0.112
C 9.36076 7.66590 13.58507 0.709 -0.224 0.722 -0.110
C 9.26612 9.03377 13.46133 1.648 0.283 -0.167 -0.101
H 12.11090 11.91594 14.85248 -0.094 0.212 -0.005 -0.111
H 8.10812 12.97168 14.25075 0.165 -0.046 0.767 0.076
H 6.04818 13.83930 13.43926 0.042 0.133 -0.493 0.097
H 5.54802 14.01634 11.04046 -0.273 -0.114 -0.354 0.096
H 7.12518 12.98556 9.39452 0.086 -0.403 0.807 0.112
H 9.17728 12.01217 10.16162 0.043 -0.201 0.505 0.092
H 10.58074 9.43348 10.84801 0.506 0.691 -0.166 0.112
H 11.75409 9.02714 8.73377 0.014 0.762 0.350 0.112
H 13.41421 10.70456 7.92578 0.150 -0.140 -0.076 0.093
H 14.03782 12.58487 9.32859 0.073 -0.404 0.346 0.098
H 12.96037 12.98535 11.54837 0.205 -0.265 -0.137 0.083
H 12.56361 9.83674 13.88508 0.071 -0.329 -0.151 0.092
H 12.70581 7.28022 14.16335 -0.219 0.217 0.161 0.097
H 10.66003 6.00691 14.07328 -0.208 -0.644 -0.191 0.083
H 8.47789 7.07258 13.60821 -0.618 -0.464 -0.119 0.083
H 8.29655 9.50564 13.37292 0.042 0.149 -0.264 0.093
N 7.03188 15.23232 17.12855 -0.626 -1.291 0.853 0.013
C 7.97092 16.23078 16.95076 0.537 0.410 -0.704 -0.944
S 8.90396 16.43843 15.56072 0.275 -0.416 -1.058 0.494
N 8.07386 17.11020 17.98556 0.121 2.152 2.134 -0.001
C 8.95148 18.24010 18.08049 -0.031 -1.701 0.966 -0.290
C 9.08627 19.19177 17.08120 -0.650 0.301 -1.096 -0.089
C 9.97451 20.26603 17.25055 -0.291 -0.252 1.199 -0.096
C 10.79151 20.33623 18.41088 0.042 -0.605 -0.090 -0.113
C 10.67900 19.33450 19.41999 -0.254 1.329 -0.652 -0.118
C 9.75124 18.33188 19.26012 -0.291 0.027 -0.465 -0.097
H 6.62570 14.79139 16.31675 -0.005 0.411 -0.148 0.070
H 6.37650 15.38373 17.88671 -0.126 -0.032 -0.338 0.074
H 7.50780 16.99044 18.83910 0.684 -0.301 -0.758 0.136
H 8.41603 19.01207 16.19260 0.999 0.746 0.959 0.093
H 9.90185 21.16104 16.63122 0.331 -0.527 -0.314 0.093
H 11.55005 21.12330 18.48209 -0.472 -0.180 0.153 0.084
H 11.18779 19.39952 20.38806 0.183 0.061 -0.593 0.101
H 9.67517 17.61273 20.06066 -0.313 -0.343 -0.021 0.102

43
Properties=species:S:1:pos:R:3:forces:R:3:lowdin_charge:R:1 method="wB97M-V/def2-TZVPD" smiles="CN(Cc1ccccc1)C(=O)COC(=O)c1ccc2ccccc2n1" gap_ev=8.71 lumo_energy_ha=-0.008
C 3.82977 0.25600 1.66705 -0.123 -0.132 0.391 -0.044
N 3.62193 0.26156 0.23563 0.201 0.308 -0.018 -0.075
C 3.40778 1.55327 -0.41460 -0.070 -0.010 -0.293 -0.095
C 1.92592 1.84338 -0.42313 0.108 0.081 -0.055 -0.200
C 1.29535 2.35162 0.70557 -0.013 0.047 -0.033 -0.039
C -0.07745 2.52063 0.72669 -0.004 0.040 0.096 -0.073
C -0.83561 2.18755 -0.38220 -0.086 0.035 -0.074 -0.095
C -0.21488 1.67926 -1.51013 -0.119 0.054 -0.042 -0.084
C 1.15763 1.50299 -1.52956 0.071 0.016 -0.065 -0.034
C 3.34589 -0.83011 -0.50668 0.217 -0.469 0.218 -0.431
O 3.32237 -0.81026 -1.72252 -0.179 -0.092 -0.297 0.070
C 2.89740 -2.11062 0.22261 0.256 0.189 0.007 -0.042
O 1.48563 -2.14786 0.00150 -0.231 -0.286 -0.246 0.012
C 0.71349 -1.42698 0.82674 0.388 0.259 0.722 -0.413
O 1.09773 -0.96155 1.86985 -0.184 -0.248 -0.305 0.116
C -0.65876 -1.24000 0.27827 -0.577 0.167 -0.184 -0.176
C -0.95019 -1.57677 -1.06274 -0.200 -0.027 -0.056 0.012
C -2.19747 -1.29773 -1.54730 0.162 -0.047 0.144 -0.002
C -3.14710 -0.68120 -0.70652 0.260 0.029 0.365 -0.157
C -4.44732 -0.33499 -1.12344 -0.233 0.098 0.020 -0.035
C -5.31259 0.27066 -0.25507 0.020 -0.109 -0.330 -0.078
C -4.92034 0.55444 1.06468 0.185 0.022 0.256 -0.076
C -3.66784 0.23033 1.50360 -0.222 0.083 -0.020 -0.009
C -2.74930 -0.39195 0.63031 -0.373 -0.118 -0.597 -0.231
N -1.52101 -0.67844 1.08747 0.648 -0.171 0.293 0.202
H 4.51667 -0.54524 1.94020 -0.015 0.057 0.078 0.095
H 2.89386 0.13829 2.21847 0.173 0.044 0.008 0.074
H 4.28975 1.20131 1.94966 0.073 -0.046 -0.024 0.091
H 3.96460 2.31895 0.12737 -0.011 -0.072 -0.030 0.124
H 3.78583 1.48008 -1.43665 -0.005 0.117 0.158 0.125
H 1.87998 2.61552 1.57477 0.080 0.031 0.114 0.112
H -0.55768 2.90831 1.61225 -0.047 0.036 0.093 0.105
H -1.90788 2.32022 -0.36581 -0.091 0.014 0.006 0.103
H -0.80230 1.41518 -2.37781 -0.042 -0.016 -0.065 0.105
H 1.63922 1.08866 -2.40246 0.076 -0.035 -0.080 0.112
H 3.29985 -2.98889 -0.28288 -0.020 0.183 0.064 0.139
H 3.11096 -2.12823 1.29133 -0.020 -0.038 -0.129 0.115
H -0.18706 -2.02913 -1.67417 0.038 -0.022 -0.074 0.121
H -2.46648 -1.53324 -2.56803 0.009 -0.019 -0.077 0.120
H -4.74479 -0.55513 -2.13909 -0.049 -0.010 -0.083 0.112
H -6.30827 0.53688 -0.57825 -0.064 0.006 -0.053 0.103
H -5.62313 1.03448 1.72971 -0.026 0.032 0.078 0.103
H -3.34130 0.43946 2.50969 0.040 0.021 0.123 0.115

24
Properties=species:S:1:pos:R:3:forces:R:3:lowdin_charge:R:1 method="wB97M-V/def2-TZVPD" smiles="C=C(C)C(=C)C(C)(C)C=O" gap_ev=10.14 lumo_energy_ha=0.029
C -0.48405 2.29429 -0.51486 -0.188 0.145 1.253 0.043
C -0.55731 1.40942 0.47370 -0.872 -2.189 -3.336 -0.343
C -0.42712 1.71244 1.89404 0.612 -2.282 0.785 -0.051
C -0.75576 -0.03165 -0.14472 -2.000 0.956 2.022 -0.225
C -1.99063 -0.58680 -0.19457 1.055 1.378 0.250 0.089
C 0.47564 -0.80204 -0.48216 0.122 -2.248 0.417 -0.478
C 1.63473 0.13196 -0.69145 0.496 -0.413 0.817 -0.037
C 0.75185 -1.82006 0.68059 -1.342 1.871 -0.577 -0.010
C 0.22593 -1.70941 -1.74101 0.311 -1.004 1.203 -0.180
O 0.47381 -2.89832 -1.76886 0.002 1.076 0.068 0.059
H -0.45286 1.91037 -1.48508 -0.226 -0.259 -1.525 0.049
H -0.41873 3.35332 -0.42876 0.157 0.726 0.397 0.066
H -0.88839 0.94285 2.58607 0.413 0.950 -0.879 0.109
H -0.93192 2.63352 1.93461 -0.058 1.518 1.151 0.065
H 0.67548 1.69668 2.05636 -0.762 0.575 0.577 0.097
H -2.94820 -0.15712 0.11548 0.658 0.334 -0.001 0.077
H -2.08492 -1.56964 -0.55449 -0.084 -1.286 -0.567 0.047
H 1.76026 0.77378 0.21678 -0.282 -0.169 -1.069 0.095
H 1.35638 0.67762 -1.60019 1.184 0.314 0.208 0.091
H 2.54086 -0.49003 -0.66849 -0.012 0.407 -0.936 0.101
H 1.48386 -2.52524 0.50126 1.771 -1.239 -0.809 0.058
H -0.15071 -2.35459 0.83128 -0.880 -0.572 0.342 0.074
H 0.99489 -1.30407 1.57809 0.155 0.626 0.845 0.079
H -0.28310 -1.28727 -2.59362 -0.230 0.786 -0.636 0.124

Relative energy (zero: lowest compared OMol25 entry of this formula, charge and spin)
In order: 3.2456; 1.3042; 2.7660
Unit: eV